Density functional theory data (ωB97M-V/def2-TZVPD) for C3H8P2 in the gas phase.

CARTESIAN COORDINATES (ANGSTROEM)
C  1.277971  -0.549457  0.661682
C  -2.050166  0.523011  -1.381969
C  -0.969239  0.392334  -0.301484
P  -0.058575  -1.179128  -0.155353
P  2.701012  -1.564433  1.369693
H  1.118262  0.490210  1.360093
H  -1.831540  0.365132  -2.454489
H  -2.935249  -0.038994  -1.144884
H  -2.472710  1.530324  -1.295401
H  -1.546945  0.718464  0.528683
H  -0.202864  1.049802  -0.539422
H  3.829004  -0.938435  0.695880
H  3.141038  -0.798829  2.656970

Forces on atoms 1 to 2 (eV/Å):
-0.3 1.7 3.4
-0.6 0.5 -0.7

Output
* highest occupied orbital energy: -8.832 eV
* net charge: 0
* relative energy (zero: lowest compared OMol25 entry of this formula, charge and spin): 137.3 kJ/mol
* Kohn-Sham gap: 8.65 eV

***

Density functional theory data (ωB97M-V/def2-TZVPD) for a 2-piece molecular cluster, CH8N4O2 overall.

CARTESIAN COORDINATES (ANGSTROEM)
N  -0.501089  -1.168083  -0.105250
C  0.804241  -0.798183  0.124180
N  -1.017119  -1.358343  -1.408510
N  1.556911  -0.678703  -0.999480
O  1.253401  -0.584923  1.243030
H  -1.105859  -1.172583  0.714690
H  -0.457659  -2.100723  -1.842440
H  -1.956149  -1.756393  -1.325460
H  1.018201  -0.372733  -1.799390
H  2.443281  -0.215803  -0.854540
N  -0.502419  1.892037  1.763050
O  -0.381129  2.324427  0.378900
H  -1.264789  2.112007  0.016900
H  -0.128829  2.700457  2.266950
H  0.239011  1.177547  1.827370

Forces on atoms 1 to 2 (eV/Å):
0.5 0.0 1.4
-0.6 0.5 0.3

Output
* highest occupied orbital energy: -8.953 eV
* net charge: 0
* relative energy (zero: lowest compared OMol25 entry of this formula, charge and spin): 50.2 kJ/mol
* Kohn-Sham gap: 9.72 eV

***

Density functional theory data (ωB97M-V/def2-TZVPD) for C5H12CoMgO3 as an isolated structure.

CARTESIAN COORDINATES (ANGSTROEM)
O  2.228717  1.274866  -0.077649
Mg  4.061984  1.172981  -0.679037
C  -1.623988  2.273852  -1.149705
O  -0.848751  1.302356  -0.467919
C  -1.405923  0.789459  0.752741
C  -0.378059  -0.089886  1.435323
C  -0.171371  -1.432679  0.761164
O  0.666049  -1.264541  -0.396878
C  1.522469  -2.352858  -0.714377
Co  0.893546  0.598021  -1.010025
H  -0.954146  2.787775  -1.848368
H  -2.428047  1.756672  -1.691372
H  -2.045319  2.997565  -0.437541
H  -2.317847  0.237249  0.472990
H  -1.677522  1.640666  1.392881
H  -0.714796  -0.270302  2.464347
H  0.752643  0.503163  1.638023
H  -1.096229  -1.905230  0.391964
H  0.299828  -2.123977  1.473339
H  2.488873  -1.928774  -1.015521
H  1.750555  -2.986798  0.153886
H  0.997331  -2.979586  -1.448268

Forces on atoms 1 to 2 (eV/Å):
1.6 0.3 0.1
-1.3 0.0 0.1

Output
* <S²>: 3.993
* highest occupied orbital energy (spin up / spin down): -5.500 / -4.852 eV
* multiplicity: 4
* net charge: 0
* Kohn-Sham gap (spin up / spin down): 5.99 / 4.50 eV

***

Density functional theory data (ωB97M-V/def2-TZVPD) for C17H24N3O3PTi as an isolated structure.

CARTESIAN COORDINATES (ANGSTROEM)
N  -1.722708  0.039800  0.900037
C  -2.632905  -0.195737  1.574320
C  -3.786185  -0.494085  2.430445
H  -3.802305  -1.558632  2.660874
H  -4.705145  -0.221144  1.913140
H  -3.709014  0.075134  3.356179
N  0.130002  2.446659  -1.494911
C  0.177813  3.456321  -2.058054
C  0.238874  4.737093  -2.770662
H  -0.756625  5.007648  -3.120341
H  0.910986  4.647702  -3.623343
H  0.609163  5.510042  -2.097874
N  1.457837  -1.145591  -0.952711
C  2.190765  -1.994680  -1.236086
C  3.120811  -3.070780  -1.594413
H  4.144963  -2.708185  -1.512878
H  2.930401  -3.392138  -2.617740
H  2.980273  -3.912895  -0.917888
Ti  0.123627  0.543949  -0.288615
C  2.176412  1.310526  -0.237320
O  3.243267  1.710966  -0.197236
C  -0.173697  2.186328  1.132034
O  -0.317120  3.036580  1.878179
C  -2.876353  -0.118937  -2.191638
C  -2.403880  -1.388447  -2.001128
C  -1.303954  -1.796086  -2.644668
C  -0.649574  -0.942395  -3.490077
C  -1.112365  0.299187  -3.676443
C  -2.237100  0.716197  -3.018854
H  -3.776318  0.211466  -1.696476
H  -2.924515  -2.076447  -1.353157
H  -0.953386  -2.807102  -2.506239
H  0.226013  -1.268308  -4.029670
H  -0.603297  0.956599  -4.364167
H  -2.630711  1.708049  -3.178600
C  -0.066414  0.187157  3.816965
P  1.139127  -0.599473  2.635333
C  2.822098  0.184923  2.583100
C  1.327499  -2.381406  3.129424
O  0.531430  -0.718251  1.193443
H  -1.019618  -0.374768  3.810208
H  -0.249700  1.244301  3.571748
H  0.362694  0.143396  4.839686
H  3.282254  0.114175  3.589936
H  3.462753  -0.352729  1.853533
H  2.734773  1.255769  2.320730
H  0.331976  -2.873975  3.119955
H  1.999333  -2.897083  2.412064
H  1.757745  -2.440694  4.149856

Forces on atoms 1 to 2 (eV/Å):
-0.8 0.7 -0.6
0.1 0.2 -0.2

Output
* highest occupied orbital energy (spin up / spin down): -21.453 / -21.453 eV
* net charge: +4
* Kohn-Sham gap (spin up / spin down): 4.53 / 4.50 eV

***

Density functional theory data (ωB97M-V/def2-TZVPD) for a 2-piece molecular cluster, C4H12N3 overall.

CARTESIAN COORDINATES (ANGSTROEM)
C  1.460978  -0.440889  -0.447365
C  0.698093  0.245505  -1.593540
C  1.207235  1.705960  -1.956896
N  -2.455361  -0.748366  2.778403
C  -1.871140  0.180319  1.770048
N  -1.214172  -0.180494  0.638042
N  0.785152  -1.640122  0.036757
H  2.502554  -0.721695  -0.674360
H  1.470617  0.257393  0.405018
H  0.376566  -0.579722  -2.243643
H  -0.225251  0.422183  -0.968266
H  2.070729  1.945782  -1.275749
H  1.555824  1.854811  -2.952952
H  -2.976759  -0.399122  3.661616
H  -1.977814  -1.684521  2.839049
H  -2.354372  1.152003  1.821036
H  0.408286  2.379831  -1.755656
H  0.617382  -2.363242  -0.657607
H  -0.078546  -1.385614  0.576066

Forces on atoms 1 to 2 (eV/Å):
1.1 -0.2 0.7
-1.6 0.3 1.8

Output
* highest occupied orbital energy: -13.874 eV
* net charge: +1
* relative energy (zero: lowest compared OMol25 entry of this formula, charge and spin): 771.9 kJ/mol
* Kohn-Sham gap: 5.34 eV

***

Density functional theory data (ωB97M-V/def2-TZVPD) for CH3NO4S2 in the gas phase.

CARTESIAN COORDINATES (ANGSTROEM)
C  -0.189472  0.467980  -0.283110
N  -2.280449  -1.567945  -0.328834
O  -1.610658  -0.473682  1.837386
O  2.343194  1.116997  -0.965972
O  1.960916  -0.975587  0.320868
O  1.963006  1.240722  1.392545
S  -1.376295  -0.538313  0.426835
S  1.882824  0.435767  0.227897
H  -0.038331  0.391081  -1.293624
H  -0.253661  1.571294  0.068428
H  -2.401071  -1.668316  -1.402416

Forces on atoms 1 to 2 (eV/Å):
-0.7 2.5 3.3
1.6 1.7 -0.1

Output
* highest occupied orbital energy: -10.785 eV
* net charge: 0
* relative energy (zero: lowest compared OMol25 entry of this formula, charge and spin): 141.6 kJ/mol
* Kohn-Sham gap: 8.32 eV

***

Density functional theory data (ωB97M-V/def2-TZVPD) for a 2-piece molecular cluster, C44H42N5 overall.

CARTESIAN COORDINATES (ANGSTROEM)
C  -6.866886  3.092759  -4.114288
C  -7.286652  3.007868  -2.781658
C  -6.711385  2.067295  -1.921349
C  -5.689159  1.225186  -2.384257
N  -5.175925  0.170298  -1.560171
C  -5.847359  -1.102016  -1.635435
C  -5.656384  -1.970467  -2.721632
C  -6.297750  -3.213846  -2.748925
C  -7.173201  -3.581313  -1.724434
C  -7.444345  -2.676669  -0.689353
C  -6.792319  -1.443336  -0.650396
C  -3.935423  0.307689  -0.897075
C  -3.709475  1.374746  -0.004548
C  -2.542300  1.442773  0.751630
C  -1.494328  0.500616  0.553118
C  -0.196337  0.719839  1.173457
C  1.016246  0.495877  0.425695
C  2.277725  0.737842  1.019504
C  3.451362  0.722034  0.271608
C  3.444410  0.228232  -1.048747
N  4.640535  -0.011804  -1.758834
C  4.933672  -1.304221  -2.320724
C  4.830217  -1.543056  -3.702076
C  5.058137  -2.825714  -4.205885
C  5.490453  -3.853299  -3.359646
C  5.702910  -3.587804  -2.002932
C  5.419776  -2.325794  -1.482221
C  5.584127  1.036341  -1.981368
C  6.754079  1.105348  -1.208036
C  7.706841  2.088866  -1.483447
C  7.526292  2.960228  -2.562238
C  6.387794  2.851498  -3.369285
C  5.406524  1.907478  -3.066406
C  2.207311  -0.079262  -1.640160
C  1.023936  0.143407  -0.960124
C  -1.746426  -0.598347  -0.317793
C  -2.945718  -0.686235  -1.029831
C  -5.267264  1.318761  -3.719974
C  -5.862583  2.239765  -4.583606
H  -7.340700  3.807764  -4.795330
H  -8.076590  3.662251  -2.415775
H  -7.057310  1.955044  -0.893577
H  -5.007928  -1.664692  -3.542007
H  -6.114558  -3.896934  -3.580472
H  -7.665870  -4.558938  -1.741806
H  -8.166116  -2.933050  0.085327
H  -7.010739  -0.719599  0.136135
H  -4.505491  2.125432  0.138658
H  -2.377718  2.308523  1.423998
H  -0.126157  1.474070  1.947148
H  2.337675  0.965409  2.084077
H  4.408350  0.996577  0.723811
H  4.554076  -0.719560  -4.365003
H  4.896928  -3.021308  -5.264636
H  5.679754  -4.853778  -3.759473
H  6.081458  -4.368148  -1.342521
H  5.584427  -2.098880  -0.427861
H  6.907068  0.371448  -0.416339
H  8.601277  2.153663  -0.865352
H  8.290287  3.709913  -2.794613
H  6.264657  3.485527  -4.244184
H  4.518149  1.789935  -3.687526
H  2.179901  -0.478821  -2.667619
H  0.088020  0.088698  -1.535711
H  -0.961569  -1.337599  -0.539105
H  -3.117153  -1.521600  -1.713245
H  -4.499022  0.629360  -4.069919
H  -5.549930  2.278323  -5.627020
C  -0.953208  -1.757304  4.427857
C  -1.222034  -0.580756  3.537116
N  0.054107  0.043446  3.170423
C  0.793885  0.369549  4.232455
N  0.651140  -0.241531  5.456994
C  -0.269580  -1.311319  5.709151
C  1.454732  -0.047097  6.632750
C  2.212863  1.263590  6.584319
C  2.807798  1.480317  5.219996
N  1.762874  1.329826  4.206320
H  -1.883994  -2.278269  4.717334
H  -0.284029  -2.464500  3.911837
H  -1.758534  -0.886639  2.667089
H  -1.847488  0.135106  4.091466
H  -1.010436  -0.936015  6.445444
H  0.278868  -2.150877  6.170687
H  0.800539  -0.096343  7.523687
H  2.182870  -0.867142  6.690510
H  1.558721  2.121625  6.855997
H  2.992518  1.182534  7.350528
H  3.220245  2.492764  5.182401
H  3.581042  0.739109  5.034024
H  1.840804  1.889299  3.373366

Forces on atoms 1 to 2 (eV/Å):
0.0 -0.1 0.1
0.2 -0.2 -0.1

Output
* highest occupied orbital energy: -10.119 eV
* net charge: +1
* relative energy (zero: lowest compared OMol25 entry of this formula, charge and spin): 48.7 kJ/mol
* Kohn-Sham gap: 6.59 eV

***

no.,calculated total energy (eV)
1,-21815.34299
2,-11220.33009
3,-54589.58920
4,-60991.83159
5,-8799.73427
6,-32431.06700
7,-53752.70976